No. 1
C19H55BrF4N6O23S | ωB97M-V with the def2-TZVPD basis set

XYZ file:
```
109
Properties=species:S:1:pos:R:3:forces:R:3
O 0.227 2.744 -6.664 -0.489 -0.792 2.506
O -1.008 -1.141 -0.741 -0.979 -1.372 0.432
O -0.538 -0.333 2.285 -1.202 -0.342 -0.350
F -3.624 -3.072 -5.367 1.001 -0.186 -0.610
F -3.209 -2.060 -7.264 0.564 -0.930 0.488
F -1.616 -3.315 -6.331 -1.214 0.340 0.072
F 2.982 2.777 0.599 0.567 0.135 0.044
Br -3.504 -4.267 3.882 -0.325 -0.254 -0.056
N -0.755 2.283 -3.220 -0.153 0.167 1.087
N -1.083 -3.035 3.412 0.673 -0.156 -0.325
S -1.427 0.018 -6.367 0.103 -0.325 1.836
C 0.097 3.049 -5.463 1.037 2.879 -1.874
C -0.810 0.042 -0.616 1.162 -0.293 -1.298
C 0.423 -1.002 1.918 -1.681 3.002 1.544
C -0.494 2.097 -4.517 -2.260 -2.261 1.021
C -2.236 -1.029 -4.013 -0.181 -0.138 0.886
C -1.101 0.824 -4.853 1.300 1.694 -1.398
C -1.605 0.257 -3.693 -0.581 -0.587 -2.378
C -2.178 -1.230 -5.381 0.112 -0.019 1.461
C -1.668 -3.955 4.141 0.494 0.542 0.977
C 0.228 -2.769 3.602 -1.113 -0.530 0.894
C -1.041 -4.630 5.179 0.306 0.036 -0.145
C 0.964 -3.388 4.606 -0.151 -2.180 0.648
C 0.301 -4.390 5.372 0.971 0.363 0.174
N 0.437 4.363 -5.094 -1.256 -3.043 0.817
N 0.895 -1.936 2.737 3.428 -2.034 -0.190
N -1.460 1.191 -2.726 1.240 0.521 -0.457
N 0.464 0.406 -0.190 -0.566 1.754 1.524
C -2.647 -2.465 -6.073 -0.739 0.696 -0.213
C -1.848 0.995 -1.326 2.732 1.361 0.371
C 0.884 1.832 -0.155 1.269 -0.023 0.051
C 2.339 0.559 1.361 0.188 -0.363 -1.021
C 1.943 1.984 0.997 -2.030 -1.537 -0.250
C 1.229 -0.426 0.829 1.518 0.454 -2.478
H -2.674 -1.708 -3.201 0.573 0.890 -1.731
H -1.556 -5.316 5.811 -0.311 -0.453 0.048
H 2.058 -3.364 4.694 -0.641 0.735 -0.060
H 0.834 -5.017 6.143 -0.472 1.019 -0.954
H 1.004 4.869 -5.724 0.498 0.499 -0.988
H 0.475 4.642 -4.132 0.030 0.110 0.424
H 1.920 -2.237 2.676 -1.799 0.696 -0.814
H -2.830 0.625 -1.398 -1.064 -1.006 0.694
H -1.846 1.954 -0.826 -0.207 0.312 -0.085
H 0.079 2.488 0.094 -0.809 0.391 -0.113
H 1.343 2.153 -1.135 -0.359 -0.400 1.009
H 3.237 0.331 0.792 0.245 -0.100 0.140
H 2.525 0.511 2.425 -0.018 -0.378 0.184
H 1.506 2.368 1.922 -0.127 0.764 -0.406
H 1.746 -1.217 0.282 -0.076 -0.013 0.055
O -1.058 -7.493 7.373 -0.685 -0.736 1.743
H -0.683 -8.303 7.849 -1.123 1.812 -0.836
H -1.869 -7.173 7.887 1.813 -1.021 -0.897
O 4.144 -4.471 4.037 -1.488 -0.529 0.708
H 4.226 -4.086 4.969 -0.572 -0.481 -1.918
H 3.266 -4.971 3.979 1.898 1.040 0.434
O -2.561 4.616 -2.701 1.780 0.501 -0.826
H -1.881 3.866 -2.705 -0.782 1.446 -0.289
H -2.130 5.435 -3.111 -0.796 -1.997 0.934
O -4.671 -0.806 -0.137 0.117 1.026 1.501
H -3.975 -1.263 0.438 -1.142 0.552 -0.408
H -5.124 -0.094 0.421 1.163 -1.717 -1.089
O 3.010 1.256 4.738 1.954 -0.031 0.540
H 3.644 0.471 4.662 -1.104 1.938 0.321
H 3.518 2.034 5.138 -0.834 -1.919 -0.880
O 0.247 -3.593 -1.366 -0.798 0.821 1.024
H -0.521 -3.895 -0.781 1.596 1.197 -1.268
H 0.301 -2.584 -1.320 -0.783 -2.123 0.260
O 4.235 -3.571 6.552 0.351 -0.931 2.274
H 4.530 -4.513 6.774 -0.599 2.052 0.082
H 4.016 -3.098 7.419 0.529 -1.301 -1.972
O 3.336 -2.827 1.570 0.907 -1.792 -0.577
H 3.376 -3.204 0.631 -0.056 0.620 2.097
H 3.773 -3.492 2.195 -0.559 1.084 -1.227
O 0.733 3.305 -9.126 -1.650 0.833 0.001
H -0.084 3.767 -9.503 1.798 -1.070 1.135
H 0.601 3.198 -8.128 -0.046 0.430 -1.982
O -1.984 2.094 3.072 1.662 -0.417 0.908
H -1.469 1.295 2.724 -0.663 1.575 0.939
H -1.448 2.511 3.822 -0.968 -1.249 -1.731
O 2.686 5.146 -7.200 1.519 0.279 1.447
H 3.006 4.459 -6.530 -0.276 1.612 -1.497
H 3.324 5.931 -7.176 -1.205 -1.904 0.190
O 2.424 5.553 1.389 1.909 -0.423 -0.159
H 2.808 4.659 1.667 -0.499 2.022 -0.907
H 3.167 6.099 0.972 -1.439 -1.527 0.989
O 4.134 0.290 -1.588 -0.411 1.139 -1.324
H 3.299 0.103 -2.127 1.479 0.774 0.741
H 4.568 1.126 -1.958 -1.259 -1.882 0.620
O -2.090 4.092 0.720 -1.397 0.161 0.607
H -2.857 3.664 0.217 1.048 0.915 1.570
H -2.445 4.434 1.604 0.567 -1.109 -2.058
O -4.145 3.342 -0.914 -1.125 0.169 -1.716
H -4.993 3.079 -1.400 2.007 0.708 0.972
H -3.636 3.992 -1.499 -1.129 -0.847 0.448
O -5.016 -2.252 -2.578 -1.330 0.321 1.005
H -5.993 -2.509 -2.523 2.259 0.757 0.191
H -4.794 -1.682 -1.772 -0.987 -1.031 -1.134
O 1.586 0.172 -3.102 -1.562 -0.739 -0.694
H 0.728 0.672 -2.907 1.843 -1.279 -0.530
H 1.362 -0.621 -3.689 0.152 1.814 1.241
O 0.738 6.171 -2.709 -1.699 0.569 1.007
H 0.130 6.948 -2.935 1.228 -1.697 0.838
H 0.436 5.781 -1.826 0.427 1.089 -1.700
O -3.040 -1.910 1.837 0.750 0.927 0.491
H -2.639 -1.014 2.083 -0.293 -2.219 -0.207
H -2.474 -2.636 2.256 -0.575 2.063 -0.836
O 1.414 -3.044 8.036 1.201 -0.758 1.572
H 2.247 -2.637 8.441 -2.070 -1.062 -0.480
H 1.186 -3.880 8.557 0.743 1.901 -0.880
```
Forces are in eV/Å.

Summary:
HOMO-LUMO gap in hartree: 0.298
Largest force on an atom in eV/Å: 4.0

Mulliken population analysis, charges in e, atoms 1 to 8: number 1, O, carries -0.83; number 2, O, carries -0.43; number 3, O, carries -0.37; number 4, F, carries -0.22; number 5, F, carries -0.28; number 6, F, carries -0.23; number 7, F, carries -0.48; number 8, Br, carries -0.17

No. 2
C19H55ClN7O6P4S | ωB97M-V with the def2-TZVPD basis set

XYZ file:
```
93
Properties=species:S:1:pos:R:3:forces:R:3
C 2.164 -3.856 0.309 0.270 -0.899 -0.471
S 0.973 -2.593 0.881 -0.160 -0.581 7.273
O -0.182 -3.166 1.638 1.972 0.470 -3.405
O 1.718 -1.713 1.847 -0.709 -0.877 -3.433
P 0.277 -1.253 -0.652 0.528 1.334 -1.999
C -0.857 -2.015 -1.919 -0.240 -0.211 -0.188
C -0.454 -3.470 -2.381 -0.835 -0.623 -0.930
C 0.006 -3.522 -3.902 0.323 0.753 0.832
Cl 1.579 -4.453 -4.045 -0.923 0.501 -0.018
C 1.707 -0.282 -1.409 -0.282 -0.751 -0.791
C 2.193 -0.870 -2.802 2.133 2.068 -0.398
O 1.700 -0.088 -3.902 -1.034 -0.924 0.668
C 3.789 -0.707 -2.849 -0.469 -1.586 0.495
N 4.359 -1.925 -2.209 0.005 1.075 0.395
P -0.955 0.259 0.415 -3.306 -2.220 2.698
O -2.073 -0.554 1.073 2.321 1.937 -1.574
H 2.643 -4.259 1.243 -0.660 0.773 -0.559
H 2.969 -3.458 -0.351 -0.781 0.090 0.525
H 1.688 -4.730 -0.198 0.004 0.924 0.379
H -1.892 -2.019 -1.488 0.975 0.069 -0.038
H -0.892 -1.328 -2.813 0.254 -0.401 0.955
H -1.389 -4.090 -2.333 0.920 0.524 0.273
H 0.301 -3.976 -1.741 -0.532 0.517 -0.427
H -0.754 -3.966 -4.579 0.674 0.128 0.577
H 0.207 -2.471 -4.217 0.052 -0.931 -0.133
H 2.583 -0.212 -0.716 -1.066 0.058 -0.220
H 1.269 0.733 -1.634 0.578 -0.769 0.538
H 1.987 -1.959 -2.924 -0.211 0.955 -0.269
H 1.819 0.853 -3.708 0.211 -0.147 -0.003
H 4.131 0.197 -2.279 -0.373 -0.690 -0.652
H 4.166 -0.678 -3.895 -0.604 0.193 0.669
H 4.130 -1.847 -1.217 0.335 -0.486 -0.204
H 3.953 -2.775 -2.601 0.110 0.242 0.110
H -1.439 1.117 -0.615 0.800 0.001 0.095
H -0.124 0.909 1.376 0.116 0.080 -0.870
O 3.125 3.105 -1.821 2.007 -2.587 2.674
P 4.313 4.065 -1.597 -2.763 5.171 -4.770
N 3.323 5.302 -0.922 -0.813 -0.247 1.099
C 3.409 6.737 -1.093 0.854 0.251 -0.012
C 2.785 5.005 0.406 -0.263 -0.385 -0.087
N 4.551 4.284 -3.297 0.632 -0.132 -1.306
C 3.733 5.223 -4.052 -0.018 0.398 0.332
C 4.626 3.024 -4.046 0.130 0.010 0.463
N 5.770 5.017 -1.334 0.003 -2.169 1.767
C 6.306 5.010 0.023 -0.183 0.082 0.246
C 6.461 5.923 -2.228 0.732 -0.360 -0.852
H 4.179 7.195 -0.459 0.010 0.123 0.020
H 2.455 7.203 -0.834 -0.025 -0.278 0.138
H 3.593 7.033 -2.121 0.157 -0.170 -0.014
H 3.514 5.237 1.192 -0.092 0.123 0.107
H 2.519 3.950 0.499 0.116 -0.008 -0.140
H 1.872 5.573 0.602 0.098 0.099 -0.085
H 2.666 5.129 -3.823 -0.078 0.059 -0.046
H 3.867 5.086 -5.127 0.074 -0.286 0.101
H 4.054 6.249 -3.870 -0.130 0.038 0.101
H 3.631 2.609 -4.245 -0.009 -0.097 -0.033
H 5.201 2.279 -3.489 -0.043 0.006 -0.032
H 5.137 3.179 -4.997 -0.013 0.133 0.009
H 6.051 5.933 0.556 0.101 0.052 -0.013
H 7.393 4.896 0.025 -0.052 0.011 -0.028
H 5.906 4.170 0.595 -0.046 0.063 0.004
H 5.910 6.856 -2.368 -0.189 -0.084 0.014
H 6.658 5.478 -3.201 -0.215 0.049 0.036
H 7.443 6.196 -1.831 -0.133 -0.177 0.284
O -6.409 -2.003 1.515 1.012 3.760 1.312
P -6.098 -2.121 3.019 -1.507 -6.973 -0.132
N -4.756 -3.180 2.798 0.910 0.061 -0.806
C -4.322 -4.289 3.617 -0.182 0.254 0.787
C -3.595 -2.569 2.150 -0.469 0.033 -0.317
N -7.569 -2.956 3.386 -1.073 -0.292 0.534
C -7.678 -4.395 3.199 0.499 -0.141 0.174
C -8.761 -2.317 2.817 0.310 0.314 -0.034
N -5.797 -1.986 4.751 0.566 2.584 -1.172
C -4.726 -1.081 5.149 0.248 -0.105 -0.128
C -6.364 -2.737 5.851 -0.962 0.124 0.310
H -3.748 -3.968 4.498 0.070 -0.074 0.093
H -3.677 -4.955 3.036 0.021 0.243 -0.157
H -5.141 -4.918 3.954 -0.154 0.177 0.074
H -2.977 -2.026 2.874 0.177 -0.097 -0.037
H -3.898 -1.865 1.378 -0.214 -0.054 0.169
H -2.972 -3.321 1.657 -0.023 -0.092 0.152
H -7.282 -4.725 2.232 -0.011 -0.107 -0.039
H -8.717 -4.724 3.273 -0.041 0.295 -0.095
H -7.170 -4.931 4.002 0.170 -0.053 -0.075
H -8.890 -2.565 1.759 -0.025 0.094 -0.033
H -8.691 -1.230 2.904 -0.014 -0.056 -0.063
H -9.655 -2.628 3.362 0.086 -0.111 0.098
H -3.814 -1.633 5.408 0.025 0.033 0.101
H -5.016 -0.467 6.006 -0.012 -0.047 -0.025
H -4.482 -0.390 4.340 0.044 -0.070 -0.017
H -5.976 -3.758 5.892 0.005 -0.054 -0.158
H -7.451 -2.772 5.814 0.084 -0.129 -0.174
H -6.121 -2.272 6.812 0.214 0.197 -0.216
```
Forces are in eV/Å.

Summary:
Total charge: +1
HOMO-LUMO gap in hartree: 0.177
Largest force on an atom in eV/Å: 7.6

Mulliken population analysis, charges in e, atoms 1 to 8: number 1, C, carries -0.84; number 2, S, carries 1.16; number 3, O, carries -0.49; number 4, O, carries -0.61; number 5, P, carries 0.36; number 6, C, carries -0.89; number 7, C, carries -0.21; number 8, C, carries -0.43

- The highest HOMO-LUMO gap belongs to which entry?
  C19H55BrF4N6O23S

- The lowest largest force on an atom belongs to which entry?
  C19H55BrF4N6O23S

- Which of these has the highest largest force on an atom?
  C19H55ClN7O6P4S

- Look up the HOMO-LUMO gap of the second one.
  0.177 hartree